(1)
This record from the OMol25 dataset describes a molecular structure, C2H8N3P2. The level of theory is ωB97M-V/def2-TZVPD.

As for the net charge: +1. The frontier orbital gap (spin up / spin down) is 0.2922 / 0.2922 hartree. Its largest force on an atom is 4.77 eV Å⁻¹. The energy relative to the best compared isomer or geometry (same formula, charge and spin) comes out at 258.65 kJ/mol. As for the spin multiplicity: 1. For the LUMO energy (spin up / spin down), the calculation gives -5.2374 / -5.2369 eV. The HOMO energy (spin up / spin down) comes out at -13.19 / -13.19 eV.

Geometry as XYZ:
```
15
Properties=species:S:1:pos:R:3:nbo_charge:R:1
C 0.618 -0.009 -0.514 -0.302
C 0.521 -2.456 -0.432 -0.408
N 0.353 1.588 1.448 -1.237
N 0.737 -1.155 -1.137 -0.565
N -1.469 2.906 0.080 -1.118
P 1.560 0.560 0.825 1.007
P -1.053 1.532 0.596 1.632
H -0.193 -3.055 -0.917 0.217
H 1.451 -3.034 -0.420 0.225
H 0.154 -2.235 0.569 0.205
H 0.707 2.460 1.826 0.462
H 0.618 -1.418 -2.123 0.429
H -2.045 3.250 -0.631 0.437
H -1.727 0.442 1.252 0.013
H -0.232 0.624 -0.421 0.004
```

=====

(2)
This record from the OMol25 dataset describes 13 unconnected molecules or ions with the total composition C4H33N2O14. The level of theory is ωB97M-V/def2-TZVPD.

As for the net charge: -1. The frontier orbital gap is 0.3428 hartree. Its largest force on an atom is 3.22 eV Å⁻¹. The energy relative to the best compared isomer or geometry (same formula, charge and spin) comes out at 409.86 kJ/mol. As for the spin multiplicity: 1. For the LUMO energy, the calculation gives 2.5980 eV. The HOMO energy comes out at -6.73 eV.

Geometry as XYZ:
```
53
Properties=species:S:1:pos:R:3:nbo_charge:R:1
O -0.579 -1.936 -1.730 -0.739
C 0.213 -0.976 -1.509 0.731
N 0.350 -0.144 -2.580 -0.550
C 1.474 0.723 -2.840 -0.430
C 0.904 -0.860 -0.189 -0.367
N 0.098 -0.155 0.833 -0.691
C 0.275 -0.562 2.230 0.072
O 1.369 0.140 2.888 -0.844
H -0.113 -0.533 -3.359 0.393
H 2.129 0.824 -2.008 0.247
H 2.232 0.176 2.108 0.501
H 2.013 0.432 -3.741 0.195
H 1.088 -1.931 0.086 0.265
H 1.982 -0.402 -0.300 0.228
H 0.325 0.864 0.827 0.398
H 0.497 -1.638 2.516 0.196
H -0.665 -0.149 2.665 0.150
H -1.784 1.349 3.235 0.455
H -2.877 1.076 2.276 0.492
O -2.622 1.764 2.916 -0.962
H -0.910 2.329 -0.898 0.496
H -1.212 3.119 -2.054 0.467
O -1.518 2.287 -1.659 -0.981
H -0.683 -4.436 -0.443 0.463
H -0.110 -3.277 -1.168 0.472
O 0.185 -4.105 -0.741 -0.985
H -1.763 -0.645 1.186 0.488
H -3.200 -0.292 0.651 0.507
O -2.689 -0.667 1.432 -1.030
H 3.224 1.104 0.544 0.504
H 3.341 2.760 0.339 0.459
O 3.136 1.968 -0.119 -1.069
H -2.924 1.536 -0.120 0.473
H -3.396 0.826 -1.310 0.515
O -3.697 1.093 -0.405 -0.964
H 1.626 2.952 -0.497 0.526
H 0.479 3.101 0.714 0.505
O 0.630 3.045 -0.211 -1.043
H 4.078 0.524 1.863 0.461
H 1.050 1.737 -2.993 0.203
O 3.398 -0.002 1.420 -1.118
H -1.873 -2.587 -0.983 0.489
H -2.818 -2.531 0.108 0.486
O -2.778 -2.929 -0.752 -0.982
H 1.159 1.807 2.689 0.497
H 0.493 2.925 3.573 0.469
O 1.040 2.757 2.826 -1.011
H 3.651 -1.557 -0.916 0.452
H 4.178 -1.453 0.513 0.504
O 4.396 -1.729 -0.366 -0.966
H -2.497 -0.863 -3.006 0.462
H -3.151 -1.655 -1.859 0.497
O -3.238 -0.858 -2.396 -0.984
```

=====

(3)
This record from the OMol25 dataset describes 3 unconnected molecules or ions with the total composition C20H31INO8P. The level of theory is ωB97M-V/def2-TZVPD.

As for the net charge: 0. The frontier orbital gap is 0.3277 hartree. Its largest force on an atom is 1.17 eV Å⁻¹. As for the spin multiplicity: 1. Its SMILES is O=CO[C@](I)(CCC(=O)Nc1ccccc1)CP(=O)(O)O.C1CCOC1.C1CCOC1. For the LUMO energy, the calculation gives -0.0771 eV. The HOMO energy comes out at -8.99 eV.

Geometry as XYZ:
```
62
Properties=species:S:1:pos:R:3:nbo_charge:R:1
O -2.670 -2.810 -3.700 -0.505
C -1.483 -2.760 -3.782 0.660
O -0.705 -1.909 -3.037 -0.598
C -0.366 -2.231 -1.710 0.319
I -0.009 -4.429 -1.540 0.027
C -1.543 -1.910 -0.760 -0.498
C -1.442 -0.600 0.052 -0.535
C -1.204 -0.910 1.516 0.699
O -2.038 -1.515 2.154 -0.600
N -0.007 -0.481 2.107 -0.685
C 0.571 -1.437 3.014 0.231
C 1.567 -2.302 2.585 -0.276
C 2.116 -3.238 3.454 -0.192
C 1.658 -3.307 4.762 -0.226
C 0.668 -2.437 5.191 -0.198
C 0.125 -1.497 4.325 -0.231
C 0.986 -1.570 -1.414 -0.913
P 1.400 -0.061 -2.328 2.364
O 0.649 1.140 -1.939 -1.103
O 1.313 -0.370 -3.889 -0.975
O 2.975 0.135 -2.045 -0.977
H -0.926 -3.388 -4.488 0.140
H -2.414 -1.820 -1.406 0.261
H -1.737 -2.732 -0.077 0.246
H -2.430 -0.144 0.010 0.266
H -0.752 0.129 -0.375 0.251
H 0.659 -0.128 1.414 0.410
H 1.943 -2.263 1.568 0.202
H 2.882 -3.904 3.080 0.212
H 2.081 -4.041 5.436 0.214
H 0.311 -2.484 6.211 0.215
H -0.644 -0.815 4.658 0.230
H 1.778 -2.289 -1.634 0.259
H 1.089 -1.291 -0.367 0.274
H 1.418 0.474 -4.354 0.513
H 3.376 -0.637 -1.632 0.502
C -4.080 2.742 -3.440 -0.430
C -3.302 3.533 -2.390 -0.430
C -3.117 2.491 -1.295 -0.067
O -3.045 1.228 -1.955 -0.547
C -3.439 1.365 -3.321 -0.065
H -4.004 3.154 -4.445 0.215
H -5.137 2.693 -3.169 0.201
H -2.332 3.833 -2.791 0.205
H -3.819 4.425 -2.039 0.215
H -3.970 2.482 -0.607 0.164
H -2.204 2.640 -0.717 0.187
H -2.547 1.287 -3.952 0.166
H -4.118 0.551 -3.577 0.188
C 3.598 2.205 2.406 -0.429
C 2.425 3.092 1.995 -0.433
C 1.980 2.440 0.694 -0.062
O 2.269 1.041 0.835 -0.574
C 3.106 0.829 1.983 -0.070
H 3.837 2.255 3.467 0.220
H 4.491 2.480 1.840 0.202
H 1.629 3.032 2.741 0.206
H 2.694 4.139 1.865 0.219
H 2.538 2.822 -0.164 0.179
H 0.917 2.558 0.489 0.199
H 2.520 0.364 2.776 0.176
H 3.918 0.151 1.710 0.181
```

=====

(4)
This record from the OMol25 dataset describes a molecular structure, C9H15FeIN4. The level of theory is ωB97M-V/def2-TZVPD.

Its expectation value of S² is 6.049. As for the net charge: 0. The frontier orbital gap (spin up / spin down) is 0.2273 / 0.2501 hartree. Its largest force on an atom is 5.02 eV Å⁻¹. The energy relative to the best compared isomer or geometry (same formula, charge and spin) comes out at 0.00 kJ/mol. As for the spin multiplicity: 5. For the LUMO energy (spin up / spin down), the calculation gives -0.2661 / -0.3038 eV. The HOMO energy (spin up / spin down) comes out at -6.45 / -7.11 eV.

Geometry as XYZ:
```
30
Properties=species:S:1:pos:R:3:nbo_charge:R:1
C 2.049 -3.190 -0.508 -0.637
C 3.119 -2.146 -0.461 -0.651
H 1.894 -3.797 0.418 0.217
H 1.946 -3.763 -1.505 0.208
H 1.052 -2.675 -0.558 0.209
H 2.581 -1.201 -0.218 0.216
H 3.713 -2.174 0.519 0.217
H 3.605 -1.871 -1.442 0.221
Fe -0.828 0.856 0.103 1.139
C 0.036 0.558 -1.593 -1.188
H 0.573 1.492 -1.817 0.198
H -0.770 0.438 -2.348 0.199
H 0.731 -0.301 -1.667 0.205
I -0.864 0.317 2.480 -0.640
N -2.132 4.213 0.493 -0.503
C -0.875 4.770 0.789 -0.074
C 0.056 3.824 0.485 -0.051
N -0.616 2.700 -0.016 -0.510
C -1.962 2.970 -0.033 0.278
C -2.955 1.931 -0.226 0.288
N -2.577 0.618 -0.376 -0.521
C -3.699 -0.197 -0.148 -0.045
C -4.759 0.610 0.132 -0.073
N -4.274 1.925 0.099 -0.501
H -3.028 4.678 0.670 0.421
H -0.730 5.797 1.154 0.237
H 1.146 3.852 0.598 0.244
H -3.653 -1.286 -0.143 0.244
H -5.804 0.363 0.327 0.236
H -4.822 2.764 0.298 0.419
```

=====

(5)
This record from the OMol25 dataset describes a molecular structure, C19H18Cl2N7O2PtS. The level of theory is ωB97M-V/def2-TZVPD.

As for the net charge: -1. The frontier orbital gap (spin up / spin down) is 0.1880 / 0.1888 hartree. Its largest force on an atom is 18.34 eV Å⁻¹. The energy relative to the best compared isomer or geometry (same formula, charge and spin) comes out at 2420.67 kJ/mol. As for the spin multiplicity: 1. For the LUMO energy (spin up / spin down), the calculation gives 2.4144 / 2.4144 eV. The HOMO energy (spin up / spin down) comes out at -2.70 / -2.72 eV.

Geometry as XYZ:
```
50
Properties=species:S:1:pos:R:3:nbo_charge:R:1
Pt 0.409 -0.549 0.992 0.273
C 2.463 3.553 -0.142 -0.677
C 1.978 2.185 0.266 0.176
N 0.733 1.966 0.496 -0.217
N -0.179 2.957 0.337 -0.446
C -1.538 2.743 0.420 0.232
N -2.298 3.878 0.209 -0.823
S -2.159 1.262 0.789 -0.143
C 2.874 1.027 0.371 0.095
C 4.234 1.089 0.025 -0.213
C 5.025 -0.030 0.010 -0.244
C 4.446 -1.256 0.360 -0.255
C 3.136 -1.276 0.744 0.038
N 2.333 -0.169 0.784 -0.474
H 1.918 3.901 -1.023 0.215
H 3.519 3.552 -0.389 0.224
H 2.309 4.267 0.671 0.218
H 0.130 3.892 0.096 0.353
H -1.988 4.481 -0.542 0.365
H -3.278 3.653 0.152 0.405
H 4.665 2.037 -0.263 0.198
H 6.068 0.029 -0.270 0.204
H 5.013 -2.176 0.322 0.215
H 2.667 -2.203 1.041 0.223
Cl -1.717 -1.522 1.096 2.320
C -1.096 -2.791 1.277 -0.474
C -0.893 -3.517 2.473 -0.118
C -0.388 -4.778 2.550 -0.317
C 0.100 -5.432 1.391 -0.187
C 0.106 -4.764 0.200 -0.107
Cl 0.778 -5.518 -1.210 -0.005
C -0.405 -3.453 0.084 0.215
N -0.219 -2.703 -1.162 -0.616
H -1.293 -3.038 3.364 0.211
H -0.355 -5.282 3.507 0.205
H 0.491 -6.439 1.447 0.213
C -4.098 -3.323 -2.527 -0.428
N -3.782 -2.844 -1.207 -0.397
C -4.709 -2.638 -0.375 0.070
C -4.405 -2.112 0.979 -0.228
C -3.134 -1.803 1.160 -0.600
O -1.371 -0.766 2.089 -0.802
N -1.423 -1.191 -0.114 -0.922
C -0.809 -1.280 -1.267 0.780
O -0.892 -0.504 -2.184 -0.614
H -5.169 -3.538 -2.662 0.148
H -3.513 -4.225 -2.716 0.205
H -3.782 -2.569 -3.250 0.209
H -5.767 -2.835 -0.627 0.116
H -5.198 -1.976 1.710 0.179
```

=====

(6)
This record from the OMol25 dataset describes a molecular structure, C38H43BBrN7O4PPb. The level of theory is ωB97M-V/def2-TZVPD.

As for the net charge: -1. The frontier orbital gap is 0.2925 hartree. Its largest force on an atom is 1.28 eV Å⁻¹. As for the spin multiplicity: 1. For the LUMO energy, the calculation gives 2.4943 eV. The HOMO energy comes out at -5.47 eV.

Geometry as XYZ:
```
96
Properties=species:S:1:pos:R:3:nbo_charge:R:1
Pb 0.529 0.840 -0.165 1.510
C -1.098 -1.416 2.213 -0.588
C -1.946 -0.447 3.019 -0.240
C -1.518 -0.522 4.490 -0.608
C -1.860 0.980 2.569 0.185
C -2.436 2.028 3.302 -0.350
C -2.103 3.163 2.610 -0.003
N -1.390 2.810 1.534 -0.325
N -1.262 1.477 1.487 -0.391
B -0.759 3.844 0.594 0.548
N 0.768 3.895 0.724 -0.323
C 1.421 4.852 1.397 0.001
C 2.765 4.562 1.375 -0.350
C 2.858 3.367 0.648 0.194
N 1.643 2.996 0.257 -0.407
C 4.155 2.680 0.348 -0.235
C 4.879 3.429 -0.775 -0.590
C 4.002 1.211 -0.018 -0.618
N -1.187 3.594 -0.852 -0.317
C -1.938 4.457 -1.547 -0.007
C -2.078 3.976 -2.826 -0.357
C -1.360 2.773 -2.832 0.173
N -0.841 2.555 -1.622 -0.378
C -1.250 1.911 -4.049 -0.244
C -2.208 0.726 -3.930 -0.588
C 0.177 1.445 -4.302 -0.606
H -1.257 -2.433 2.569 0.209
H -1.353 -1.365 1.159 0.199
H -0.045 -1.175 2.324 0.222
H -3.001 -0.756 2.936 0.200
H -0.521 -0.103 4.603 0.251
H -2.194 0.030 5.137 0.196
H -1.502 -1.562 4.809 0.194
H -3.006 1.958 4.206 0.217
H -2.325 4.189 2.821 0.211
H -1.178 4.907 0.924 -0.045
H 0.901 5.675 1.844 0.210
H 3.568 5.113 1.823 0.217
H 4.758 2.760 1.264 0.204
H 4.332 3.295 -1.704 0.209
H 4.943 4.494 -0.559 0.200
H 5.884 3.032 -0.897 0.199
H 3.456 1.105 -0.953 0.223
H 4.981 0.748 -0.141 0.209
H 3.462 0.682 0.762 0.244
H -2.321 5.351 -1.099 0.213
H -2.612 4.418 -3.645 0.217
H -1.576 2.528 -4.898 0.196
H -1.846 0.056 -3.158 0.210
H -3.209 1.058 -3.654 0.209
H -2.271 0.182 -4.871 0.202
H 0.530 0.842 -3.473 0.241
H 0.224 0.854 -5.215 0.206
H 0.845 2.297 -4.414 0.208
Br 3.892 -2.531 -0.505 0.074
C 3.274 -2.344 1.279 0.166
C 3.567 -3.329 2.210 -0.287
C 3.192 -3.092 3.523 -0.168
C 2.577 -1.894 3.841 -0.231
C 2.313 -0.986 2.817 0.114
N 2.637 -1.233 1.554 -0.458
C 1.706 0.397 3.166 0.752
O 1.681 0.673 4.364 -0.708
O 1.307 1.104 2.216 -0.811
H 4.065 -4.238 1.916 0.225
H 3.406 -3.830 4.285 0.209
H 2.305 -1.629 4.851 0.246
O 2.190 -1.801 -3.871 -0.703
C 1.426 -1.444 -2.992 0.801
O 1.596 -0.577 -2.099 -0.841
C 0.004 -2.139 -2.962 -0.860
P -0.633 -1.837 -1.264 0.867
C -0.408 -3.508 -0.554 -0.348
C -1.334 -4.051 0.332 -0.148
C -1.066 -5.244 0.975 -0.239
C 0.120 -5.917 0.737 -0.225
C 1.031 -5.399 -0.170 -0.201
C 0.770 -4.202 -0.810 -0.221
C -2.452 -1.877 -1.518 -0.331
C -3.089 -2.873 -2.247 -0.198
C -4.449 -2.794 -2.482 -0.219
C -5.182 -1.727 -1.989 -0.214
C -4.555 -0.742 -1.243 -0.215
C -3.194 -0.820 -1.006 -0.203
H 0.080 -3.201 -3.206 0.236
H -0.630 -1.660 -3.708 0.248
H -2.266 -3.537 0.514 0.208
H -1.786 -5.645 1.675 0.204
H 0.334 -6.836 1.263 0.204
H 1.957 -5.921 -0.363 0.209
H 1.486 -3.799 -1.509 0.236
H -2.514 -3.705 -2.626 0.217
H -4.936 -3.561 -3.068 0.206
H -6.244 -1.663 -2.185 0.206
H -5.118 0.098 -0.861 0.213
H -2.693 -0.054 -0.427 0.232
```

=====

> largest force on an atom of number 6 (C38H43BBrN7O4PPb)?

1.28 eV Å⁻¹

=====

> Number 3 is which compound?

C20H31INO8P